[1]
The following is a DFT calculation (the ωB97M-V functional and the def2-TZVPD basis) of a molecular structure, C6H15NNaO6SSn2 at a distorted geometry.

Values from the calculation:
E_HOMO	-15.6	eV
Kohn-Sham gap	2.4	eV
calculated total energy	-1731.69662	hartree

Structure (ORCA input):
```
! RIJCOSX wB97M-V def2-TZVPD def2/J DEFGRID3
* xyz 3 1
Sn 35.676 -0.664 -10.771
Sn 32.568 -1.372 -15.552
Na 35.410 -5.327 -13.390
S 35.633 -2.008 -13.691
O 34.413 -2.076 -12.830
O 35.171 -1.675 -15.073
O 36.491 -0.970 -13.060
O 36.318 -3.298 -13.788
C 39.113 1.098 -15.095
O 38.911 -0.220 -15.523
C 38.153 -0.317 -16.688
C 38.246 -1.711 -17.311
N 38.049 -2.761 -16.321
C 38.456 -4.079 -16.759
C 38.592 -5.161 -15.676
O 39.737 -4.843 -14.899
C 39.896 -5.926 -14.002
H 39.465 1.761 -15.894
H 39.863 1.132 -14.308
H 38.200 1.571 -14.706
H 38.510 0.388 -17.447
H 37.099 -0.067 -16.488
H 39.240 -1.740 -17.762
H 37.534 -1.836 -18.140
H 37.080 -2.612 -16.064
H 39.425 -3.997 -17.254
H 37.807 -4.379 -17.597
H 38.755 -6.094 -16.221
H 37.719 -5.251 -15.003
H 38.954 -6.354 -13.626
H 40.415 -5.586 -13.105
H 40.425 -6.835 -14.307
*
```

[2]
The following is a DFT calculation (the ωB97M-V functional and the def2-TZVPD basis) of C6H15NO in the gas phase at a distorted geometry.

Values from the calculation:
E_HOMO	-8.8	eV
Kohn-Sham gap	9.8	eV
calculated total energy	-367.49555	hartree
structure (SMILES)	CC(C)CNCCO
energy above the lowest of the compared OMol25 structures with the same formula, charge and spin	3.694	eV

Structure (ORCA input):
```
! RIJCOSX wB97M-V def2-TZVPD def2/J DEFGRID3
* xyz 0 1
C 2.178 -0.484 -0.623
C 1.116 0.324 0.137
C 1.787 1.635 0.842
C 0.013 0.947 -0.759
N -1.311 0.269 -1.091
C -2.130 -0.064 0.112
C -2.268 -1.546 0.356
O -1.334 -2.166 1.155
H 2.892 -1.123 -0.101
H 2.681 0.142 -1.368
H 1.801 -1.279 -1.232
H 0.579 -0.265 0.964
H 1.047 2.332 1.249
H 2.732 1.958 0.360
H 2.135 1.038 1.751
H -0.322 2.105 -0.548
H 0.387 1.299 -1.833
H -1.209 -0.665 -1.529
H -1.597 0.498 0.933
H -3.117 0.422 -0.281
H -2.323 -2.055 -0.667
H -3.180 -1.746 0.834
H -0.558 -1.578 1.338
*
```

[3]
The following is a DFT calculation (the ωB97M-V functional and the def2-TZVPD basis) of 2 unconnected molecules or ions with the total composition C6H15NO.

Values from the calculation:
E_HOMO	-9.1	eV
Kohn-Sham gap	10.0	eV
calculated total energy	-367.57408	hartree
structure (SMILES)	CCC=O.CCNC
energy above the lowest of the compared OMol25 structures with the same formula, charge and spin	1.557	eV

Structure (ORCA input):
```
! RIJCOSX wB97M-V def2-TZVPD def2/J DEFGRID3
* xyz 0 1
C -1.634 -1.038 -1.766
C -2.602 -1.222 -0.605
C -2.821 0.040 0.174
O -3.875 0.536 0.439
H -1.940 -0.223 -2.420
H -1.588 -1.942 -2.369
H -0.623 -0.841 -1.409
H -3.564 -1.608 -0.945
H -2.196 -1.946 0.109
H -1.886 0.514 0.539
C 1.894 2.306 -0.092
C 1.790 1.180 0.919
N 1.496 -0.085 0.272
C 1.491 -1.208 1.203
H 2.167 3.226 0.422
H 0.963 2.482 -0.626
H 2.658 2.075 -0.836
H 1.010 1.385 1.656
H 2.744 1.145 1.473
H 2.157 -0.267 -0.471
H 1.395 -2.141 0.649
H 2.366 -1.238 1.860
H 0.596 -1.129 1.824
*
```

[4]
The following is a DFT calculation (the ωB97M-V functional and the def2-TZVPD basis) of a molecular structure, C6H15NO at a distorted geometry.

Values from the calculation:
E_HOMO	-7.8	eV
Kohn-Sham gap	8.8	eV
calculated total energy	-367.40666	hartree
energy above the lowest of the compared OMol25 structures with the same formula, charge and spin	6.113	eV

Structure (ORCA input):
```
! RIJCOSX wB97M-V def2-TZVPD def2/J DEFGRID3
* xyz 0 1
C 0.732 -0.871 0.725
C 1.045 0.096 -0.295
C -0.487 1.442 -0.330
C 1.298 -0.681 2.111
C 1.216 -0.421 -1.706
C -1.331 1.502 -1.570
N -2.132 -1.196 1.073
O -0.951 -0.475 0.962
H 0.681 -1.914 0.416
H 1.830 0.798 -0.017
H -2.053 -2.205 0.966
H -2.510 -1.013 2.003
H -1.117 1.663 0.528
H 0.291 2.200 -0.298
H 1.233 0.363 2.425
H 2.355 -0.967 2.144
H 0.749 -1.284 2.840
H 1.209 0.395 -2.436
H 0.410 -1.108 -1.975
H 2.179 -0.927 -1.838
H -2.161 0.795 -1.533
H -1.741 2.509 -1.725
H -0.745 1.300 -2.470
*
```